(1)
{"formula": "C16H39BO2", "method": "ωB97M-V/def2-TZVPD", "molar_mass_da": 274.298, "homo_lumo_gap_ev": 10.76, "charge": 0, "smiles": "CCOBOCC.CCCCCC.CCCCCC", "species": ["C", "C", "O", "B", "O", "C", "C", "H", "H", "H", "H", "H", "H", "H", "H", "H", "H", "H", "C", "C", "C", "C", "C", "C", "H", "H", "H", "H", "H", "H", "H", "H", "H", "H", "H", "H", "H", "H", "C", "C", "C", "C", "C", "C", "H", "H", "H", "H", "H", "H", "H", "H", "H", "H", "H", "H", "H", "H"], "xyz": [[8.067, 1.438, 2.913], [7.221, 2.679, 2.697], [6.383, 2.492, 1.558], [5.157, 3.096, 1.463], [4.083, 2.498, 2.033], [2.751, 2.866, 1.656], [1.796, 1.808, 2.161], [8.304, 0.994, 1.947], [8.998, 1.682, 3.423], [7.532, 0.691, 3.499], [7.855, 3.556, 2.538], [6.606, 2.877, 3.580], [5.021, 4.153, 0.902], [2.692, 2.961, 0.572], [2.515, 3.837, 2.099], [0.767, 2.159, 2.070], [2.003, 1.580, 3.205], [1.883, 0.891, 1.579], [-3.620, -2.982, 1.050], [-3.087, -1.556, 0.957], [-1.603, -1.440, 1.304], [-1.239, -1.850, 2.732], [-1.974, -1.079, 3.827], [-1.700, 0.420, 3.792], [-3.541, -3.378, 2.063], [-4.672, -3.028, 0.763], [-3.064, -3.648, 0.386], [-3.677, -0.900, 1.602], [-3.233, -1.189, -0.063], [-1.278, -0.411, 1.127], [-1.027, -2.059, 0.607], [-0.161, -1.710, 2.865], [-1.421, -2.920, 2.866], [-1.666, -1.479, 4.797], [-3.051, -1.257, 3.756], [-0.629, 0.614, 3.887], [-2.209, 0.937, 4.607], [-2.040, 0.869, 2.857], [-2.918, -0.810, -6.614], [-1.751, -1.201, -5.713], [-2.183, -1.887, -4.418], [-3.067, -1.035, -3.504], [-2.453, 0.299, -3.079], [-1.164, 0.143, -2.280], [-3.580, -0.092, -6.128], [-2.565, -0.353, -7.539], [-3.514, -1.685, -6.880], [-1.152, -0.315, -5.485], [-1.089, -1.878, -6.259], [-1.292, -2.206, -3.871], [-2.726, -2.804, -4.667], [-3.300, -1.619, -2.607], [-4.025, -0.845, -3.995], [-3.187, 0.837, -2.472], [-2.270, 0.925, -3.957], [-1.344, -0.451, -1.382], [-0.780, 1.115, -1.966], [-0.381, -0.348, -2.861]], "lowdin_charge": [-0.070, -0.251, 0.018, -0.456, 0.044, -0.252, -0.078, 0.079, 0.073, 0.075, 0.118, 0.119, 0.115, 0.117, 0.121, 0.073, 0.079, 0.078, -0.107, -0.265, -0.240, -0.225, -0.266, -0.109, 0.065, 0.070, 0.076, 0.101, 0.084, 0.093, 0.110, 0.108, 0.101, 0.105, 0.098, 0.063, 0.070, 0.065, -0.113, -0.271, -0.229, -0.228, -0.265, -0.100, 0.064, 0.068, 0.075, 0.098, 0.104, 0.101, 0.109, 0.099, 0.102, 0.104, 0.098, 0.048, 0.072, 0.069]}

***

(2)
{"formula": "C5H8N2", "method": "ωB97M-V/def2-TZVPD", "molar_mass_da": 96.133, "homo_lumo_gap_ev": 7.80, "e_above_lowest_kcal_mol": 58.65, "charge": 0, "smiles": "C=C1C=CN(C)N1", "species": ["C", "N", "C", "C", "C", "C", "N", "H", "H", "H", "H", "H", "H", "H", "H"], "xyz": [[2.174, -0.654, -0.232], [0.868, -0.048, -0.387], [0.590, 1.269, -0.063], [-0.673, 1.421, 0.395], [-1.296, 0.098, 0.332], [-2.551, -0.395, 0.231], [-0.210, -0.768, 0.165], [2.925, 0.038, -0.623], [2.207, -1.566, -0.836], [2.421, -0.912, 0.807], [1.340, 2.022, -0.288], [-1.201, 2.360, 0.493], [-0.467, -1.651, -0.265], [-2.702, -1.245, -0.429], [-3.426, 0.031, 0.699]], "lowdin_charge": [-0.058, -0.191, -0.090, -0.024, -0.372, 0.000, 0.050, 0.086, 0.082, 0.087, 0.122, 0.101, 0.140, 0.034, 0.032]}

***

(3)
{"formula": "C4H10N2OS", "method": "ωB97M-V/def2-TZVPD", "molar_mass_da": 134.204, "homo_lumo_gap_ev": 7.86, "e_above_lowest_kcal_mol": 45.75, "charge": 0, "smiles": "[NH3+]/C=C(\\[O-])NCCS", "species": ["O", "C", "N", "C", "C", "S", "C", "N", "H", "H", "H", "H", "H", "H", "H", "H", "H", "H"], "xyz": [[-1.404, -1.713, -0.273], [-1.030, -0.510, -0.533], [0.083, -0.338, -1.325], [1.012, 0.766, -1.276], [2.237, 0.505, -0.403], [1.866, 0.328, 1.340], [-1.780, 0.548, -0.030], [-2.874, -0.011, 0.793], [0.480, -1.221, -1.595], [0.517, 1.649, -0.907], [1.353, 0.965, -2.287], [2.782, -0.344, -0.814], [2.884, 1.390, -0.503], [0.961, -0.654, 1.218], [-1.526, 1.592, 0.055], [-3.795, 0.164, 0.389], [-2.857, 0.243, 1.775], [-2.600, -1.080, 0.597]], "lowdin_charge": [-0.095, -0.584, 0.028, -0.279, -0.574, 0.711, -0.127, 0.088, 0.133, 0.099, 0.111, 0.069, 0.073, -0.146, 0.075, 0.138, 0.137, 0.143]}

***

(4)
{"formula": "C14H37As3N2Pm", "method": "ωB97M-V/def2-TZVPD", "molar_mass_da": 603.230, "homo_lumo_gap_ev": [2.89, 3.68], "spin_multiplicity": 5, "charge": 3, "species": ["Pm", "N", "C", "C", "C", "N", "H", "H", "H", "H", "H", "H", "H", "H", "H", "H", "C", "As", "C", "C", "C", "C", "C", "As", "C", "C", "C", "As", "C", "C", "H", "H", "H", "H", "H", "H", "H", "H", "H", "H", "H", "H", "H", "H", "H", "H", "H", "H", "H", "H", "H", "H", "H", "H", "H", "H", "H"], "xyz": [[1.342, -2.200, -0.302], [3.913, -2.853, -0.434], [4.085, -4.236, -1.002], [3.525, -5.296, -0.070], [2.065, -5.005, 0.259], [1.759, -4.014, 1.298], [4.324, -2.264, -1.128], [4.460, -2.785, 0.389], [5.159, -4.400, -1.221], [3.542, -4.252, -1.986], [4.128, -5.382, 0.886], [3.488, -6.276, -0.616], [1.555, -5.922, 0.477], [1.512, -4.624, -0.677], [2.494, -3.938, 2.009], [0.893, -4.239, 1.852], [-1.376, -2.263, -1.506], [-1.378, -1.243, 0.341], [-3.040, -2.068, 0.959], [-2.417, 0.292, -0.519], [-1.931, 1.748, -0.400], [-2.968, 2.532, -1.265], [-0.526, 2.018, -0.922], [1.037, 0.842, -0.323], [2.536, 1.687, -1.300], [1.448, 1.877, 1.309], [-2.022, 2.135, 1.084], [-2.467, 4.074, 1.764], [-0.649, 4.796, 2.062], [-2.965, 5.378, 0.374], [-0.347, -2.359, -1.855], [-1.882, -1.662, -2.265], [-1.835, -3.293, -1.553], [-3.860, -1.697, 0.304], [-3.191, -1.799, 1.992], [-2.994, -3.147, 0.852], [-3.471, 0.128, -0.201], [-2.481, -0.026, -1.562], [-2.952, 2.151, -2.307], [-2.627, 3.571, -1.326], [-4.033, 2.401, -0.963], [-0.107, 3.038, -0.626], [-0.504, 1.849, -2.007], [2.662, 2.728, -0.839], [2.129, 1.885, -2.275], [3.366, 1.026, -1.378], [1.166, 2.906, 1.261], [2.488, 1.690, 1.495], [0.849, 1.380, 2.072], [-1.084, 1.941, 1.702], [-2.830, 1.567, 1.525], [0.072, 4.113, 2.344], [-0.642, 5.647, 2.765], [-0.242, 5.086, 1.060], [-4.025, 5.166, 0.015], [-2.318, 5.244, -0.464], [-2.831, 6.346, 0.842]], "lowdin_spin": [4.085, -0.010, -0.001, 0.000, -0.001, -0.007, 0.000, 0.000, 0.000, 0.000, 0.000, 0.000, 0.000, -0.001, 0.000, 0.000, -0.004, -0.013, -0.005, -0.002, 0.000, 0.000, -0.005, -0.022, -0.005, -0.004, 0.000, 0.000, 0.000, 0.000, -0.001, 0.000, 0.000, -0.001, 0.000, 0.000, 0.000, 0.000, 0.000, 0.000, 0.000, -0.001, 0.000, -0.001, 0.000, 0.000, -0.001, 0.000, 0.000, 0.000, 0.000, 0.000, 0.000, 0.000, 0.000, 0.000, 0.000]}